Formula: C2H7S2
Source: the OMol25 dataset
Level of theory: ωB97M-V/def2-TZVPD

Geometry as XYZ:
```
11
C2H7S2 (ωB97M-V/def2-TZVPD)
S 1.26 1.52 -1.07
H 1.23 1.20 -2.34
C 0.71 -1.33 1.42
C -0.65 -1.62 0.72
S -1.45 -0.01 0.05
H 1.03 -2.45 1.63
H 0.75 -0.68 2.27
H 1.46 -0.77 0.77
H -0.47 -2.28 -0.25
H -1.23 -2.21 1.38
H -0.09 0.73 -0.15
```

Calculated values
multiplicity = 2
lowest unoccupied orbital energy (spin up / spin down) = 0.86 / -2.85 eV
Kohn-Sham gap (spin up / spin down) = 10.18 / 6.31 eV
F_max = 0.07429 Eh/bohr
charge = 0
E_tot = -23855.202 eV